Record 1
# C41H42N7O16S2

A structure of composition C41H42N7O16S2 (wB97M-V/def2-TZVPD, OMol25).

CARTESIAN COORDINATES (ANGSTROEM)
S (1.19, 0.00, 3.07)
S (1.27, 2.05, 1.20)
O (2.33, 2.69, 1.95)
O (0.03, 2.78, 1.08)
O (3.57, 1.67, -4.87)
O (-5.71, -1.65, -1.76)
O (0.30, -1.14, 3.20)
O (-10.89, -6.74, 1.07)
O (-2.41, 2.35, 9.75)
O (3.69, -0.33, -4.11)
O (-11.12, -7.35, -0.98)
O (6.17, 4.37, -12.33)
O (-4.81, 0.30, -1.80)
O (5.12, 2.58, -11.76)
O (2.56, -0.26, 3.44)
O (6.98, -2.72, -2.99)
O (5.11, -3.41, -3.81)
O (-3.51, 0.50, 9.73)
N (-4.83, -0.86, -1.44)
N (3.88, 0.50, -4.97)
N (5.28, 3.78, -11.74)
N (1.04, 0.53, 1.57)
N (5.77, -2.83, -2.95)
N (-2.58, 1.20, 10.08)
N (-10.68, -6.61, -0.12)
C (3.71, -1.12, 0.30)
C (-1.72, -0.73, 11.34)
C (5.78, -1.57, -0.84)
C (2.63, 6.05, -9.38)
C (-8.79, -4.26, -2.30)
C (4.34, 4.58, -10.93)
C (5.70, -0.74, -8.56)
C (4.51, 0.06, -6.23)
C (-0.51, 0.76, 5.13)
C (2.50, 4.67, -9.43)
C (5.09, -1.00, 0.22)
C (-8.23, -3.40, -1.36)
C (-1.79, -2.24, 1.12)
C (3.36, 3.92, -10.21)
C (5.05, -2.25, -1.81)
C (-3.78, -2.67, -0.15)
C (-3.77, -1.34, -0.55)
C (-8.49, -3.60, -0.01)
C (4.74, 1.01, -7.21)
C (3.62, 6.69, -10.12)
C (-9.29, -4.65, 0.41)
C (-1.23, 1.87, 5.93)
C (-1.79, -0.91, 0.70)
C (3.01, -1.80, -0.69)
C (-2.78, -0.45, -0.14)
C (-2.78, -3.11, 0.69)
C (-0.77, 3.79, 7.56)
C (-9.83, -5.49, -0.55)
C (3.68, -2.37, -1.75)
C (-9.60, -5.31, -1.91)
C (5.46, -1.66, -7.56)
C (0.30, -0.53, 12.62)
C (0.43, 0.79, 12.23)
C (-0.51, 1.37, 11.39)
C (-0.46, 3.18, 6.18)
C (4.49, 5.95, -10.90)
C (4.85, -1.27, -6.37)
C (-0.77, -1.29, 12.18)
C (5.34, 0.59, -8.39)
C (0.58, 1.27, 4.20)
C (-1.57, 0.59, 10.97)
H (5.74, -2.70, -7.69)
H (1.96, 6.63, -8.76)
H (-7.60, -2.58, -1.67)
H (5.63, -0.47, 0.99)
H (-2.77, -4.14, 1.02)
H (-9.50, -4.82, 1.45)
H (-8.59, -4.10, -3.36)
H (5.52, 1.32, -9.18)
H (-1.50, 1.45, 6.91)
H (0.62, 3.01, 6.11)
H (-0.87, -2.33, 12.48)
H (-0.11, 0.00, 5.80)
H (6.17, -1.05, -9.49)
H (-1.01, -2.57, 1.79)
H (-2.57, -1.30, 10.98)
H (-2.18, 2.11, 5.44)
H (3.72, 7.77, -10.08)
H (-0.43, 2.39, 11.07)
H (3.29, 2.84, -10.26)
H (-0.86, 4.88, 7.52)
H (-0.74, 3.91, 5.42)
H (1.04, -0.97, 13.28)
H (1.73, 4.17, -8.85)
H (-2.80, 0.57, -0.48)
H (-4.57, -3.33, -0.50)
H (4.66, -1.97, -5.57)
H (4.45, 2.03, -7.06)
H (-1.67, 3.36, 8.01)
H (-1.00, -0.24, 1.04)
H (1.27, 1.38, 12.57)
H (1.47, 1.56, 4.76)
H (3.17, -0.67, 1.12)
H (5.27, 6.42, -11.48)
H (-1.26, 0.25, 4.51)
H (-10.04, -5.99, -2.62)
H (0.05, 3.58, 8.26)
H (3.15, -2.90, -2.53)
H (1.72, 1.88, -0.07)
H (-8.05, -2.94, 0.72)
H (0.26, 2.15, 3.65)
H (6.85, -1.49, -0.93)
H (1.93, -1.87, -0.62)

Net charge: -1
E_LUMO: 0.450 eV

Record 2
# C41H42P2PtSe

A structure of composition C41H42P2PtSe at a distorted geometry (wB97M-V/def2-TZVPD, OMol25).

CARTESIAN COORDINATES (ANGSTROEM)
Pt (0.74, -0.67, -6.26)
Se (0.24, 0.07, 0.17)
P (1.74, 0.38, -8.23)
P (-0.08, -1.99, -8.02)
C (-1.68, 1.76, -2.95)
C (-1.56, -1.92, -4.46)
C (-0.88, -1.85, -5.65)
C (-2.45, 0.54, -2.33)
C (-0.42, -3.14, -9.39)
C (1.09, 3.01, -7.47)
C (-2.37, -3.43, -6.74)
C (-2.71, -2.74, -4.41)
C (-0.28, -1.97, 4.33)
C (3.25, 2.19, -6.74)
C (-1.63, -0.33, -1.49)
C (2.59, 0.83, -9.98)
C (3.50, 3.40, -6.11)
C (3.23, 2.05, -10.21)
C (-0.15, 0.05, 3.02)
C (-1.72, -0.25, -0.02)
C (1.66, -0.53, -4.48)
C (0.30, -4.33, -9.62)
C (-1.25, -4.91, -11.41)
C (-2.03, 2.33, 0.09)
C (-1.53, -2.83, -10.19)
C (-0.62, 2.29, -2.06)
C (-2.43, 0.94, 0.62)
C (3.62, 2.44, -11.51)
C (2.38, -0.03, -11.08)
C (-3.10, -3.47, -5.53)
C (-0.39, -0.57, 4.24)
C (0.05, 0.56, -8.87)
C (3.39, 1.59, -12.59)
C (-1.28, -2.56, -6.78)
C (2.76, 0.35, -12.37)
C (0.22, -0.72, 1.90)
C (0.20, -2.73, 3.25)
C (0.48, -2.09, 2.04)
C (1.34, 4.23, -6.83)
C (-1.96, -3.71, -11.19)
C (2.55, 4.43, -6.16)
C (-0.83, -0.43, -8.56)
C (2.05, 2.01, -7.44)
C (-0.13, -5.21, -10.62)
C (-0.74, 2.41, -0.71)
H (-1.92, -0.38, -8.62)
H (0.39, -3.80, 3.36)
H (-3.26, -2.79, -3.48)
H (-2.65, -4.03, -7.61)
H (1.25, -1.47, -4.08)
H (-2.06, -1.90, -10.04)
H (0.27, 2.69, -2.58)
H (4.45, 3.56, -5.59)
H (-0.50, -2.46, 5.28)
H (1.18, -4.55, -9.01)
H (-2.26, 0.91, 1.71)
H (1.40, 0.32, -3.83)
H (-1.59, -5.59, -12.19)
H (3.98, 1.37, -6.69)
H (-3.99, -4.08, -5.48)
H (0.42, -6.14, -10.81)
H (3.68, 1.89, -13.61)
H (-1.20, 1.41, -3.87)
H (2.74, 5.38, -5.67)
H (-0.65, 0.04, 5.12)
H (-2.84, -0.07, -3.15)
H (-3.33, 0.89, -1.76)
H (2.75, -0.62, -4.67)
H (-0.12, 1.38, -9.57)
H (-2.43, 2.52, -3.23)
H (-1.95, -1.22, 0.46)
H (-0.15, 0.66, -5.84)
H (2.57, -0.31, -13.22)
H (0.13, 2.85, -7.97)
H (-3.50, 0.77, 0.44)
H (0.10, 2.82, -0.14)
H (-1.19, -1.35, -3.62)
H (0.82, -2.64, 1.17)
H (1.88, -0.99, -10.93)
H (-2.84, -3.46, -11.78)
H (0.59, 5.01, -6.86)
H (-1.14, -1.22, -1.91)
H (-0.30, 1.12, 2.90)
H (-2.86, 2.75, -0.50)
H (-1.93, 3.01, 0.97)
H (4.09, 3.41, -11.67)
H (3.40, 2.75, -9.39)

2S+1: 5
Net charge: +2
Expectation value of S²: 6.036
E_LUMO (alpha / beta): -5.680 / -8.223 eV

Record 3
# C41H43F6FeN3O3S3SbTe

A structure of composition C41H43F6FeN3O3S3SbTe at a distorted geometry (wB97M-V/def2-TZVPD, OMol25).

CARTESIAN COORDINATES (ANGSTROEM)
Te (-2.16, -2.62, -1.27)
Sb (0.10, 3.30, 0.16)
Fe (0.10, -0.80, -0.01)
S (-2.78, 0.80, 0.31)
S (0.39, -1.05, 2.19)
S (2.61, 0.03, 3.94)
F (1.34, 2.99, 1.53)
F (0.41, 5.14, 0.14)
F (-1.29, 3.41, 1.43)
F (-0.27, 1.36, 0.12)
F (-1.23, 3.43, -1.19)
F (1.39, 2.99, -1.18)
O (-2.06, -0.54, 0.41)
O (0.23, -0.72, -1.88)
O (1.97, -2.85, -0.21)
N (2.05, 0.17, 0.08)
N (-0.25, -2.72, -0.11)
N (2.57, 0.30, 1.35)
C (-1.59, -5.69, -4.37)
C (0.04, -5.63, 0.70)
C (1.87, 0.19, -4.98)
C (-1.48, -5.64, -6.88)
C (1.19, -0.30, -2.69)
C (-2.88, 1.15, -1.45)
C (1.96, -5.64, -0.75)
C (-1.84, -3.59, -5.47)
C (-4.35, -4.10, 0.37)
C (-2.00, -2.95, -4.25)
C (0.15, -7.00, 0.87)
C (2.95, -1.73, 4.30)
C (-1.93, -3.71, -3.08)
C (0.91, -0.19, -4.06)
C (4.16, -2.22, 3.56)
C (-6.60, -4.46, -0.45)
C (0.91, -3.46, -0.18)
C (3.46, 0.37, -3.22)
C (4.00, -3.01, 2.42)
C (6.55, -2.39, 3.32)
C (2.05, -7.01, -0.61)
C (5.12, -3.50, 1.75)
C (2.91, 0.01, -0.86)
C (4.37, -0.14, -0.53)
C (3.16, 0.47, -4.56)
C (-4.50, 0.32, 0.53)
C (-5.66, -4.55, 0.56)
C (-4.96, -3.48, -1.89)
C (-3.33, -4.23, 1.47)
C (-1.63, -4.96, -5.55)
C (-4.03, -3.56, -0.87)
C (6.39, -3.21, 2.21)
C (2.50, 0.01, -2.26)
C (1.15, -7.69, 0.20)
C (-2.28, -1.46, -4.23)
C (0.93, -4.95, -0.11)
C (5.44, -1.90, 3.99)
C (-1.73, -5.09, -3.13)
C (1.91, -0.19, 2.32)
C (-1.70, -5.95, -1.90)
C (-6.25, -3.93, -1.68)
H (2.66, -5.08, -1.35)
H (7.26, -3.62, 1.70)
H (-2.69, -5.09, 1.28)
H (4.86, -0.80, -1.24)
H (3.92, 0.78, -5.27)
H (-1.27, -4.92, -7.67)
H (-0.67, -6.37, -6.86)
H (-1.88, -3.00, -6.38)
H (-3.46, 0.38, -1.95)
H (4.98, -4.12, 0.87)
H (5.56, -1.26, 4.85)
H (3.01, -3.22, 2.04)
H (-1.72, -0.95, -3.45)
H (-0.53, -7.53, 1.53)
H (-0.09, -0.41, -4.39)
H (4.48, -0.55, 0.47)
H (2.84, -7.55, -1.12)
H (7.55, -2.14, 3.67)
H (-2.04, -1.01, -5.19)
H (-5.13, 1.14, 0.20)
H (-3.35, -1.29, -4.04)
H (-3.34, 2.13, -1.57)
H (-2.40, -6.17, -7.14)
H (-2.69, -3.34, 1.53)
H (-2.66, -6.45, -1.75)
H (-4.66, 0.13, 1.59)
H (4.87, 0.83, -0.55)
H (-4.69, -0.58, -0.05)
H (1.60, 0.27, -6.02)
H (3.09, -1.76, 5.38)
H (-5.93, -4.97, 1.52)
H (-3.81, -4.37, 2.44)
H (-6.98, -3.86, -2.48)
H (-7.61, -4.80, -0.28)
H (4.46, 0.61, -2.88)
H (-1.49, -5.36, -1.02)
H (-4.68, -3.07, -2.86)
H (-0.72, -5.07, 1.23)
H (2.06, -2.30, 4.03)
H (-0.92, -6.71, -1.97)
H (1.24, -8.77, 0.33)
H (-1.43, -6.77, -4.41)
H (-1.86, 1.19, -1.82)

2S+1: 2
Expectation value of S²: 0.783
E_LUMO (alpha / beta): -1.931 / -1.853 eV

Record 4
# C41H44AsCdF6N5O4S2Se

A structure of composition C41H44AsCdF6N5O4S2Se (wB97M-V/def2-TZVPD, OMol25).

CARTESIAN COORDINATES (ANGSTROEM)
Cd (0.80, -1.19, -0.93)
Se (0.48, -1.06, 2.90)
As (0.45, 1.85, 1.32)
S (1.75, 0.31, -4.24)
S (0.48, -2.09, -4.37)
F (4.23, 0.97, -3.78)
F (-0.34, -4.30, -5.42)
F (-0.80, -2.57, -6.62)
F (3.84, -1.14, -3.50)
F (3.96, -0.33, -5.50)
F (1.21, -3.34, -6.58)
O (1.67, 1.57, -4.89)
O (-0.80, -1.85, -3.75)
O (1.38, 0.23, -2.83)
O (1.41, -2.86, -3.57)
N (-1.91, -4.69, -1.19)
N (1.34, 0.65, 0.19)
N (-0.40, -1.15, 4.42)
N (-0.97, -1.22, 1.89)
N (1.09, -0.83, -5.11)
C (-5.80, 1.68, 0.73)
C (2.29, -3.55, 0.24)
C (1.48, 4.54, 1.71)
C (-2.73, -1.42, 5.09)
C (-2.00, -1.33, 2.73)
C (2.21, 7.68, -0.31)
C (0.46, 3.23, -1.73)
C (3.52, -0.24, -0.36)
C (0.13, -3.12, -5.86)
C (-2.14, 1.15, -0.20)
C (2.56, -4.63, 1.08)
C (5.56, 0.51, 0.67)
C (-1.45, 0.43, -1.32)
C (-2.24, 2.50, 1.80)
C (1.00, 3.65, 0.72)
C (1.32, 5.40, -0.92)
C (4.89, -0.30, -0.24)
C (0.99, -3.20, -0.12)
C (1.52, -5.38, 1.61)
C (0.22, -5.07, 1.24)
C (-1.63, 3.28, 2.93)
C (-3.63, 2.46, 1.73)
C (1.78, 6.28, 0.05)
C (-4.00, -1.57, 4.67)
C (3.56, -0.08, -4.25)
C (-0.04, -4.02, 0.36)
C (-4.32, -1.61, 3.27)
C (1.86, 5.83, 1.35)
C (1.65, 4.20, 3.17)
C (-1.05, -4.52, -2.39)
C (-1.68, -1.30, 4.12)
C (-2.02, -6.11, -0.79)
C (-1.46, -3.77, -0.05)
C (0.93, 4.10, -0.61)
C (-4.30, 1.76, 0.74)
C (2.71, 0.64, 0.39)
C (-1.47, 1.84, 0.82)
C (-3.36, -1.49, 2.32)
C (3.42, 1.46, 1.29)
C (-3.53, 1.12, -0.22)
C (4.79, 1.38, 1.43)
H (-4.02, 0.59, -1.03)
H (-5.36, -1.71, 2.97)
H (0.95, 2.26, -1.70)
H (-0.96, 4.06, 2.57)
H (1.27, 5.73, -1.95)
H (2.89, 2.18, 1.90)
H (-3.61, -1.46, 1.27)
H (1.04, 4.86, 3.79)
H (3.07, -0.89, -1.10)
H (2.01, 7.89, -1.36)
H (-0.39, 0.64, -1.32)
H (-2.67, -6.19, 0.07)
H (-2.43, -6.66, -1.64)
H (1.71, -6.19, 2.30)
H (-1.10, -3.48, -2.70)
H (-2.48, -1.39, 6.14)
H (-6.14, 0.85, 1.36)
H (5.45, -0.99, -0.86)
H (-1.65, -0.65, -1.28)
H (3.58, -4.85, 1.36)
H (-1.59, -2.76, -0.44)
H (-1.05, 2.64, 3.60)
H (-6.18, 1.51, -0.27)
H (-1.44, -5.18, -3.17)
H (0.69, 3.69, -2.69)
H (-2.84, -4.37, -1.43)
H (3.13, -2.95, -0.09)
H (-0.62, 3.08, -1.68)
H (-4.81, -1.66, 5.39)
H (5.28, 2.04, 2.15)
H (-1.02, -6.47, -0.56)
H (-6.25, 2.59, 1.12)
H (2.22, 6.49, 2.13)
H (3.28, 7.81, -0.15)
H (-2.42, 3.76, 3.52)
H (2.69, 4.35, 3.47)
H (1.38, 3.17, 3.42)
H (-2.18, -3.93, 0.75)
H (-1.81, 0.77, -2.29)
H (-0.60, -5.64, 1.67)
H (6.63, 0.48, 0.77)
H (1.69, 8.42, 0.29)
H (-0.03, -4.78, -2.13)
H (-4.20, 2.98, 2.49)

E_LUMO: -0.709 eV

Copy entry 2 word for word.
# C41H42P2PtSe

A structure of composition C41H42P2PtSe at a distorted geometry (wB97M-V/def2-TZVPD, OMol25).

CARTESIAN COORDINATES (ANGSTROEM)
Pt (0.74, -0.67, -6.26)
Se (0.24, 0.07, 0.17)
P (1.74, 0.38, -8.23)
P (-0.08, -1.99, -8.02)
C (-1.68, 1.76, -2.95)
C (-1.56, -1.92, -4.46)
C (-0.88, -1.85, -5.65)
C (-2.45, 0.54, -2.33)
C (-0.42, -3.14, -9.39)
C (1.09, 3.01, -7.47)
C (-2.37, -3.43, -6.74)
C (-2.71, -2.74, -4.41)
C (-0.28, -1.97, 4.33)
C (3.25, 2.19, -6.74)
C (-1.63, -0.33, -1.49)
C (2.59, 0.83, -9.98)
C (3.50, 3.40, -6.11)
C (3.23, 2.05, -10.21)
C (-0.15, 0.05, 3.02)
C (-1.72, -0.25, -0.02)
C (1.66, -0.53, -4.48)
C (0.30, -4.33, -9.62)
C (-1.25, -4.91, -11.41)
C (-2.03, 2.33, 0.09)
C (-1.53, -2.83, -10.19)
C (-0.62, 2.29, -2.06)
C (-2.43, 0.94, 0.62)
C (3.62, 2.44, -11.51)
C (2.38, -0.03, -11.08)
C (-3.10, -3.47, -5.53)
C (-0.39, -0.57, 4.24)
C (0.05, 0.56, -8.87)
C (3.39, 1.59, -12.59)
C (-1.28, -2.56, -6.78)
C (2.76, 0.35, -12.37)
C (0.22, -0.72, 1.90)
C (0.20, -2.73, 3.25)
C (0.48, -2.09, 2.04)
C (1.34, 4.23, -6.83)
C (-1.96, -3.71, -11.19)
C (2.55, 4.43, -6.16)
C (-0.83, -0.43, -8.56)
C (2.05, 2.01, -7.44)
C (-0.13, -5.21, -10.62)
C (-0.74, 2.41, -0.71)
H (-1.92, -0.38, -8.62)
H (0.39, -3.80, 3.36)
H (-3.26, -2.79, -3.48)
H (-2.65, -4.03, -7.61)
H (1.25, -1.47, -4.08)
H (-2.06, -1.90, -10.04)
H (0.27, 2.69, -2.58)
H (4.45, 3.56, -5.59)
H (-0.50, -2.46, 5.28)
H (1.18, -4.55, -9.01)
H (-2.26, 0.91, 1.71)
H (1.40, 0.32, -3.83)
H (-1.59, -5.59, -12.19)
H (3.98, 1.37, -6.69)
H (-3.99, -4.08, -5.48)
H (0.42, -6.14, -10.81)
H (3.68, 1.89, -13.61)
H (-1.20, 1.41, -3.87)
H (2.74, 5.38, -5.67)
H (-0.65, 0.04, 5.12)
H (-2.84, -0.07, -3.15)
H (-3.33, 0.89, -1.76)
H (2.75, -0.62, -4.67)
H (-0.12, 1.38, -9.57)
H (-2.43, 2.52, -3.23)
H (-1.95, -1.22, 0.46)
H (-0.15, 0.66, -5.84)
H (2.57, -0.31, -13.22)
H (0.13, 2.85, -7.97)
H (-3.50, 0.77, 0.44)
H (0.10, 2.82, -0.14)
H (-1.19, -1.35, -3.62)
H (0.82, -2.64, 1.17)
H (1.88, -0.99, -10.93)
H (-2.84, -3.46, -11.78)
H (0.59, 5.01, -6.86)
H (-1.14, -1.22, -1.91)
H (-0.30, 1.12, 2.90)
H (-2.86, 2.75, -0.50)
H (-1.93, 3.01, 0.97)
H (4.09, 3.41, -11.67)
H (3.40, 2.75, -9.39)

2S+1: 5
Net charge: +2
Expectation value of S²: 6.036
E_LUMO (alpha / beta): -5.680 / -8.223 eV